No. 1
This record from the Open Molecules 2025 dataset describes 2 unconnected molecules or ions with the total composition C21H22N2O4 at a distorted geometry. The level of theory is wB97M-V/def2-TZVPD.

```
! RIJCOSX wB97M-V def2-TZVPD def2/J DEFGRID3
* xyz 0 1
C -4.57 -0.22 3.80
C -3.46 0.72 3.41
O -2.32 -0.13 2.99
C -1.23 0.63 2.72
C -0.05 -0.19 2.32
N 1.12 0.02 3.04
O 1.96 -0.92 3.21
O 1.35 1.21 3.44
O -1.27 1.86 2.77
H -5.47 0.37 4.01
H -4.79 -0.95 3.02
H -4.28 -0.75 4.72
H -3.80 1.38 2.60
H -3.19 1.33 4.27
H -0.26 -1.20 1.99
C 3.68 1.41 1.31
C 3.26 0.29 0.44
N 4.15 -0.57 -0.11
C 3.54 -1.45 -1.00
C 2.15 -1.15 -0.97
C 1.30 -1.90 -1.78
C 1.85 -2.89 -2.61
C 3.22 -3.16 -2.62
C 4.08 -2.45 -1.78
C 1.95 -0.01 -0.06
C 0.75 0.67 0.17
C -0.25 0.85 -0.86
C 0.05 0.79 -2.25
C -0.95 0.89 -3.21
C -2.30 0.98 -2.83
C -3.36 0.93 -3.87
C -2.59 1.17 -1.47
C -1.58 1.19 -0.52
H 3.07 2.29 1.03
H 3.50 1.18 2.37
H 4.75 1.62 1.16
H 5.14 -0.54 0.11
H 0.22 -1.73 -1.69
H 1.18 -3.45 -3.28
H 3.62 -3.91 -3.30
H 5.14 -2.65 -1.71
H 0.69 1.36 1.03
H 1.07 0.69 -2.61
H -0.72 0.86 -4.27
H -4.35 0.99 -3.42
H -3.24 1.77 -4.57
H -3.32 0.00 -4.46
H -3.63 1.31 -1.17
H -1.82 1.44 0.51
*
```

The value obtained for the strongest force on any atom is 2.3 eV/A. Its relative energy (zero: lowest compared OMol25 entry of this formula, charge and spin) is 619.5 kJ/mol. The HOMO energy comes out at -7.77 eV. The value obtained for the frontier orbital gap is 0.236 Eh.

Atom charges from the Mulliken analysis, given in e for atoms 1 to 5:
1. C -1.224
2. C -0.086
3. O -0.295
4. C 0.501
5. C -0.748


No. 2
This record from the Open Molecules 2025 dataset describes C4H10N2O in the gas phase at a distorted geometry. The level of theory is wB97M-V/def2-TZVPD.

```
! RIJCOSX wB97M-V def2-TZVPD def2/J DEFGRID3
* xyz 0 1
C -0.12 1.12 0.25
C -1.61 0.88 0.02
C -1.98 -0.43 -0.75
O -1.27 -0.78 -1.69
N 0.54 0.25 1.24
C 1.87 -0.08 0.94
N 2.07 -1.00 -0.11
H 0.37 0.90 -0.73
H -0.05 2.20 0.45
H -2.06 1.66 -0.72
H -2.13 1.02 1.00
H -2.73 -1.12 -0.41
H -0.09 -0.54 1.47
H 2.26 -0.58 1.87
H 2.37 0.90 0.67
H 2.98 -1.39 0.16
H 1.95 -0.44 -0.94
*
```

The value obtained for the strongest force on any atom is 3.8 eV/A. Its relative energy (zero: lowest compared OMol25 entry of this formula, charge and spin) is 270.9 kJ/mol. The HOMO energy comes out at -8.83 eV. The value obtained for the frontier orbital gap is 0.356 Eh. As for the SMILES: NCNCCC=O.

Atom charges from the Mulliken analysis, given in e for atoms 1 to 5:
1. C -0.260
2. C -0.756
3. C -0.007
4. O -0.464
5. N -0.339


No. 3
This record from the Open Molecules 2025 dataset describes a gas-phase ion, C4H10N3 (charge +1) at a distorted geometry. The level of theory is wB97M-V/def2-TZVPD.

```
! RIJCOSX wB97M-V def2-TZVPD def2/J DEFGRID3
* xyz 1 1
C -3.81 0.31 0.05
C -2.80 -0.44 0.11
C -0.13 -0.16 0.10
C 2.37 -0.45 -0.11
N 3.46 0.35 0.18
N -1.23 0.51 0.20
N 1.06 0.34 0.01
H -4.80 -0.17 -0.12
H -4.13 1.35 -0.13
H -2.45 -1.48 0.16
H -0.19 -1.29 0.15
H 2.27 -0.80 -1.15
H 2.37 -1.35 0.50
H 4.22 0.60 -0.47
H 3.99 0.00 1.00
H -1.28 1.34 -0.34
H 1.08 1.33 -0.15
*
```

The value obtained for the strongest force on any atom is 6.7 eV/A. Its relative energy (zero: lowest compared OMol25 entry of this formula, charge and spin) is 314.0 kJ/mol. The HOMO energy comes out at -13.92 eV. The value obtained for the frontier orbital gap is 0.405 Eh. As for the SMILES: C=CN/C=[NH+]/CN.

Atom charges from the Mulliken analysis, given in e for atoms 1 to 5:
1. C -0.644
2. C 0.148
3. C 0.215
4. C -0.325
5. N -0.565


No. 4
This record from the Open Molecules 2025 dataset describes 2 unconnected molecules or ions with the total composition C5H13NO at a distorted geometry. The level of theory is wB97M-V/def2-TZVPD.

```
! RIJCOSX wB97M-V def2-TZVPD def2/J DEFGRID3
* xyz 0 1
C -0.45 0.08 -1.27
C -1.02 -1.18 -0.62
C 0.08 -1.78 0.27
C 0.04 -3.13 0.59
C 0.52 -0.12 2.08
N 0.99 -0.98 0.97
H 0.54 -0.18 -1.65
H -0.31 0.87 -0.53
H -1.12 0.38 -2.10
H -1.84 -0.87 0.03
H -1.32 -2.00 -1.29
H -0.35 -3.18 1.64
H -0.05 -4.06 0.05
H 0.12 0.79 1.62
H -0.29 -0.52 2.70
H 1.30 0.30 2.73
H 1.41 -1.74 1.52
H 0.59 6.56 -2.01
H 0.87 5.01 -2.28
O 0.28 5.76 -2.42
*
```

The value obtained for the strongest force on any atom is 3.2 eV/A. Its relative energy (zero: lowest compared OMol25 entry of this formula, charge and spin) is 367.4 kJ/mol. The HOMO energy comes out at -7.57 eV. The value obtained for the frontier orbital gap is 0.307 Eh. As for the SMILES: C=C(CC)NC.O.

Atom charges from the Mulliken analysis, given in e for atoms 1 to 5:
1. C -0.966
2. C -0.345
3. C 0.305
4. C -1.229
5. C -0.884


- Which formula does entry 3 have?
  C4H10N3